[1]
The following is a DFT calculation (ωB97M-V with the def2-TZVPD basis set) of a molecular structure, C58H48F5InN6S5.

The strongest force on any atom comes out at 0.0096 Eh/bohr. As for the orbital gap: 0.2135 Eh. The calculation puts the energy relative to the best compared isomer or geometry (same formula, charge and spin) at 1.635 eV. The value obtained for the HOMO energy is -6.2 eV.

Each line ends with the Löwdin charge.
Positions of all 123 atoms, in Å:
In (-0.54, 1.13, 1.81)  0.442
C (0.02, -1.99, 3.28)  -0.079
N (0.22, -0.60, 3.76)  -0.160
C (1.67, -0.37, 3.95)  -0.177
C (1.99, 1.07, 4.28)  -0.178
N (1.87, 1.93, 3.11)  -0.196
C (3.02, 1.79, 2.21)  -0.080
C (1.61, 3.31, 3.39)  -0.322
C (2.07, 3.90, 4.57)  -0.032
C (1.81, 5.23, 4.85)  -0.091
C (1.08, 5.99, 3.95)  -0.098
C (0.63, 5.41, 2.77)  -0.118
C (0.88, 4.07, 2.47)  -0.620
S (0.25, 3.37, 0.98)  0.652
C (-0.49, -0.35, 5.01)  -0.281
C (-0.35, -1.27, 6.06)  -0.053
C (-0.99, -1.09, 7.27)  -0.099
C (-1.79, 0.03, 7.45)  -0.100
C (-1.91, 0.96, 6.43)  -0.122
C (-1.26, 0.81, 5.20)  -0.590
S (-1.42, 2.11, 4.04)  0.700
H (-0.62, -2.55, 3.95)  0.085
H (0.98, -2.51, 3.21)  0.079
H (-0.44, -2.00, 2.29)  0.052
H (2.17, -0.67, 3.03)  0.085
H (2.04, -1.01, 4.76)  0.126
H (3.01, 1.12, 4.71)  0.125
H (1.30, 1.43, 5.04)  0.114
H (3.95, 2.02, 2.74)  0.098
H (2.90, 2.47, 1.37)  0.067
H (3.06, 0.77, 1.82)  0.054
H (2.63, 3.31, 5.28)  0.107
H (2.16, 5.66, 5.78)  0.096
H (0.86, 7.03, 4.16)  0.097
H (0.04, 5.99, 2.07)  0.096
H (0.27, -2.14, 5.91)  0.110
H (-0.88, -1.83, 8.06)  0.094
H (-2.31, 0.19, 8.39)  0.098
H (-2.53, 1.84, 6.57)  0.094
N (1.04, -0.37, 0.86)  -0.252
S (1.35, -1.37, -0.14)  0.781
N (0.38, -1.81, -1.43)  -0.355
S (0.26, -1.13, -2.81)  0.856
N (0.07, 0.37, -3.05)  -0.349
S (-0.98, 1.20, -2.01)  0.761
N (-0.78, 0.95, -0.61)  -0.312
C (-2.59, 0.73, -2.64)  -0.291
C (-3.28, -0.18, -1.84)  -0.071
C (-4.56, -0.56, -2.21)  -0.055
C (-5.14, -0.04, -3.37)  -0.068
C (-4.43, 0.86, -4.16)  -0.069
C (-3.15, 1.25, -3.79)  -0.055
C (-0.78, 2.82, -2.72)  -0.315
C (-1.46, 3.82, -2.05)  -0.076
C (-1.40, 5.11, -2.54)  -0.051
C (-0.67, 5.40, -3.68)  -0.071
C (0.02, 4.39, -4.34)  -0.075
C (-0.03, 3.08, -3.87)  -0.073
C (1.66, -1.49, -3.84)  -0.310
C (2.41, -0.46, -4.39)  -0.058
C (3.48, -0.80, -5.22)  -0.061
C (3.76, -2.13, -5.50)  -0.068
C (3.00, -3.14, -4.93)  -0.061
C (1.94, -2.83, -4.09)  -0.067
C (-1.02, -2.10, -3.57)  -0.311
C (-1.39, -1.74, -4.86)  -0.056
C (-2.40, -2.45, -5.49)  -0.055
C (-3.03, -3.50, -4.82)  -0.061
C (-2.65, -3.84, -3.54)  -0.056
C (-1.64, -3.14, -2.90)  -0.057
C (2.87, -0.98, -1.01)  -0.315
C (3.15, 0.37, -1.07)  -0.063
C (4.31, 0.79, -1.71)  -0.053
C (5.16, -0.15, -2.28)  -0.074
C (4.85, -1.50, -2.23)  -0.073
C (3.69, -1.93, -1.60)  -0.081
C (1.58, -3.02, 0.49)  -0.319
C (2.75, -3.27, 1.19)  -0.084
C (2.91, -4.49, 1.84)  -0.066
C (1.89, -5.43, 1.82)  -0.069
C (0.71, -5.15, 1.15)  -0.060
C (0.55, -3.95, 0.47)  -0.070
H (-2.82, -0.54, -0.93)  0.105
H (-5.12, -1.25, -1.59)  0.114
H (-6.14, -0.33, -3.65)  0.106
H (-4.89, 1.27, -5.05)  0.106
H (-2.61, 1.97, -4.39)  0.113
H (-2.01, 3.59, -1.15)  0.091
H (-1.92, 5.90, -2.02)  0.114
H (-0.63, 6.41, -4.06)  0.105
H (0.60, 4.61, -5.23)  0.104
H (0.50, 2.29, -4.37)  0.086
H (2.17, 0.56, -4.16)  0.102
H (4.08, -0.01, -5.66)  0.115
H (4.58, -2.38, -6.15)  0.110
H (3.23, -4.18, -5.14)  0.111
H (1.34, -3.61, -3.64)  0.125
H (-0.90, -0.91, -5.36)  0.123
H (-2.70, -2.18, -6.49)  0.112
H (-3.82, -4.05, -5.31)  0.110
H (-3.15, -4.65, -3.02)  0.112
H (-1.33, -3.38, -1.89)  0.088
H (2.46, 1.08, -0.61)  0.101
H (4.54, 1.84, -1.76)  0.114
H (6.07, 0.18, -2.78)  0.109
H (5.51, -2.23, -2.69)  0.112
H (3.44, -2.98, -1.56)  0.120
H (3.53, -2.52, 1.23)  0.122
H (3.83, -4.69, 2.38)  0.110
H (2.01, -6.37, 2.34)  0.107
H (-0.10, -5.88, 1.15)  0.110
H (-0.37, -3.72, -0.04)  0.092
F (-2.71, -1.50, 2.97)  0.067
C (-3.39, -0.56, 2.28)  -0.237
C (-2.73, 0.44, 1.60)  -0.099
C (-3.57, 1.34, 0.98)  -0.273
F (-3.08, 2.43, 0.34)  0.029
C (-4.95, 1.25, 0.97)  -0.155
F (-5.71, 2.14, 0.32)  0.107
C (-5.56, 0.21, 1.65)  -0.146
F (-6.89, 0.08, 1.65)  0.111
C (-4.77, -0.70, 2.31)  -0.147
F (-5.35, -1.72, 2.98)  0.105

[2]
The following is a DFT calculation (ωB97M-V with the def2-TZVPD basis set) of a molecular structure, C58H51F5N4O5ScTe.

The strongest force on any atom comes out at 0.0079 Eh/bohr. As for the orbital gap: 0.2069 Eh. Its total charge is -1. The calculation puts the energy relative to the best compared isomer or geometry (same formula, charge and spin) at 1.789 eV. The value obtained for the HOMO energy is -4.2 eV.

Each line ends with the Löwdin charge.
Positions of all 125 atoms, in Å:
Sc (0.37, 0.02, 0.05)  1.008
C (-3.80, 7.94, -4.43)  -0.102
O (-3.55, 6.61, -4.81)  -0.090
C (-2.95, 5.80, -3.88)  -0.284
C (-2.71, 4.49, -4.28)  0.008
C (-2.11, 3.60, -3.41)  0.000
C (-1.73, 3.99, -2.13)  -0.220
C (-1.97, 5.30, -1.75)  -0.026
C (-2.57, 6.21, -2.61)  -0.020
C (-1.09, 3.01, -1.20)  -0.069
C (0.30, 2.96, -1.18)  -0.227
C (1.17, 3.83, -1.94)  0.017
C (2.44, 3.50, -1.62)  0.019
C (2.35, 2.40, -0.67)  -0.222
N (1.05, 2.11, -0.42)  0.047
C (3.46, 1.74, -0.15)  -0.064
C (3.40, 0.64, 0.71)  -0.231
C (4.55, -0.06, 1.22)  0.012
C (4.09, -1.13, 1.91)  0.018
C (2.65, -1.07, 1.85)  -0.230
C (1.80, -1.98, 2.47)  -0.064
C (2.41, -3.25, 2.95)  -0.205
C (2.56, -3.56, 4.29)  -0.033
C (3.15, -4.75, 4.70)  -0.024
C (3.60, -5.65, 3.74)  -0.284
O (4.20, -6.84, 4.03)  -0.091
C (4.36, -7.17, 5.39)  -0.105
C (3.46, -5.35, 2.39)  0.011
C (2.87, -4.16, 2.00)  0.006
C (0.41, -1.81, 2.61)  -0.239
N (-0.32, -0.81, 2.05)  0.056
C (-1.59, -0.96, 2.48)  -0.250
C (-2.68, -0.15, 2.11)  -0.075
C (-3.97, -0.36, 2.84)  -0.208
C (-5.11, -0.84, 2.20)  -0.019
C (-6.29, -1.02, 2.90)  0.005
C (-6.36, -0.71, 4.26)  -0.285
O (-7.57, -0.92, 4.86)  -0.090
C (-7.66, -0.61, 6.23)  -0.100
C (-5.23, -0.22, 4.91)  -0.017
C (-4.05, -0.05, 4.19)  -0.020
C (-2.63, 0.85, 1.15)  -0.235
C (-3.73, 1.74, 0.85)  -0.006
C (-3.30, 2.58, -0.12)  -0.001
C (-1.93, 2.24, -0.39)  -0.233
N (-1.55, 1.17, 0.37)  0.068
C (-1.69, -2.10, 3.35)  -0.003
C (-0.44, -2.65, 3.41)  0.006
N (2.26, 0.02, 1.13)  0.053
C (4.81, 2.16, -0.62)  -0.220
C (5.48, 3.23, -0.04)  -0.023
C (6.75, 3.61, -0.47)  -0.024
C (7.35, 2.91, -1.51)  -0.285
O (8.59, 3.20, -2.01)  -0.091
C (9.29, 4.28, -1.43)  -0.104
C (6.69, 1.84, -2.10)  0.009
C (5.43, 1.47, -1.66)  0.005
H (-4.27, 8.42, -5.29)  0.088
H (-2.87, 8.47, -4.20)  0.092
H (-4.47, 8.00, -3.57)  0.092
H (-3.01, 4.18, -5.27)  0.119
H (-1.93, 2.57, -3.72)  0.115
H (-1.67, 5.63, -0.75)  0.125
H (-2.74, 7.23, -2.28)  0.097
H (0.83, 4.60, -2.61)  0.111
H (3.35, 3.93, -1.99)  0.112
H (5.58, 0.23, 1.05)  0.113
H (4.66, -1.88, 2.43)  0.114
H (2.21, -2.85, 5.04)  0.121
H (3.25, -4.95, 5.76)  0.095
H (4.85, -8.14, 5.42)  0.087
H (3.40, -7.23, 5.91)  0.091
H (4.99, -6.44, 5.91)  0.092
H (3.82, -6.06, 1.66)  0.120
H (2.77, -3.93, 0.94)  0.110
H (-5.08, -1.07, 1.15)  0.107
H (-7.18, -1.39, 2.41)  0.118
H (-8.68, -0.83, 6.53)  0.088
H (-7.46, 0.45, 6.42)  0.092
H (-6.98, -1.22, 6.83)  0.093
H (-5.25, 0.03, 5.96)  0.098
H (-3.17, 0.32, 4.70)  0.126
H (-4.69, 1.71, 1.33)  0.110
H (-3.85, 3.38, -0.60)  0.112
H (-2.58, -2.45, 3.84)  0.108
H (-0.13, -3.53, 3.95)  0.104
H (5.01, 3.77, 0.77)  0.122
H (7.24, 4.44, 0.01)  0.096
H (10.24, 4.35, -1.95)  0.088
H (9.48, 4.11, -0.36)  0.092
H (8.74, 5.22, -1.54)  0.092
H (7.18, 1.31, -2.91)  0.119
H (4.92, 0.63, -2.11)  0.126
C (-2.48, -2.43, -1.87)  -0.209
C (-2.86, -1.32, -2.68)  -0.216
C (-2.18, -1.35, -3.91)  -0.238
C (-1.33, -2.48, -3.96)  -0.264
C (-1.54, -3.02, -2.70)  -0.105
C (-0.34, -4.74, -1.06)  0.099
C (-0.45, -2.92, -5.08)  -0.063
C (-2.26, -0.34, -5.01)  -0.049
C (-3.80, -0.23, -2.25)  -0.039
C (-2.92, -2.71, -0.47)  -0.035
H (-0.67, -3.93, -0.42)  0.060
H (0.74, -4.72, -1.20)  0.054
H (-0.79, -5.70, -0.82)  0.099
H (-1.02, -3.11, -5.99)  0.074
H (0.09, -3.84, -4.83)  0.069
H (0.30, -2.16, -5.32)  0.064
H (-2.68, -0.76, -5.94)  0.071
H (-1.27, 0.06, -5.26)  0.077
H (-2.90, 0.50, -4.73)  0.051
H (-4.82, -0.39, -2.62)  0.079
H (-3.48, 0.75, -2.60)  0.058
H (-3.87, -0.15, -1.16)  0.044
H (-3.32, -3.72, -0.34)  0.082
H (-3.71, -2.02, -0.20)  0.045
H (-2.11, -2.57, 0.26)  0.059
F (2.31, -3.74, -1.36)  -0.621
Te (1.66, -1.90, -2.29)  1.932
F (0.50, -2.00, -0.28)  -0.492
F (-0.90, -4.44, -2.41)  -0.009
F (2.61, -1.30, -3.90)  -0.546
F (3.26, -1.41, -1.40)  -0.430
O (0.99, -0.21, -1.90)  -0.713